67
Properties=species:S:1:pos:R:3:forces:R:3:lowdin_charge:R:1 method="wB97M-V/def2-TZVPD" gap_ev="6.584 / 6.802" homo_ev="-7.95 / -7.90" lumo_ha="-0.0502 / -0.0402" spin_multiplicity=2 e_above_lowest_kj_mol=677.19
Re 0.46657 0.59355 0.50547 0.321 0.115 0.583 1.74
C -0.16819 4.69145 0.18145 0.040 0.028 -0.009 -0.04
O -1.39623 4.80300 0.91321 -0.027 -0.001 -0.010 -0.06
C -1.87214 3.82396 1.71382 -0.017 0.043 -0.004 -0.22
C -3.04980 4.13368 2.38235 -0.016 0.003 0.005 0.01
C -3.67374 3.22447 3.22545 0.011 0.002 -0.007 -0.07
C -3.12227 1.97616 3.41686 0.000 0.000 -0.006 -0.04
C -1.95287 1.62241 2.74072 -0.027 -0.029 0.019 -0.14
C -1.33632 0.34838 3.03322 0.038 0.027 0.017 -0.02
N -0.40028 -0.14952 2.31296 -0.080 0.027 -0.166 -0.10
N 0.35948 -1.15031 2.90510 0.057 0.020 0.016 0.12
C 1.56679 -1.05883 2.46306 -0.100 -0.043 0.014 -0.39
O 1.92673 -0.11897 1.58049 -0.027 -0.093 -0.117 -0.19
C 2.62167 -1.98317 2.91250 -0.014 0.007 0.020 -0.15
C 3.92185 -1.83050 2.44217 0.003 0.003 0.000 -0.02
C 4.91258 -2.70914 2.85430 -0.003 0.003 -0.001 -0.07
C 4.60734 -3.73862 3.73184 -0.005 0.001 0.000 -0.08
C 3.30783 -3.89190 4.20045 -0.001 0.006 -0.004 -0.07
C 2.31538 -3.01820 3.79360 0.004 -0.006 0.001 -0.02
C -1.31007 2.54557 1.89270 0.010 -0.022 -0.004 -0.23
O -0.17704 2.24053 1.23833 -0.060 0.028 -0.139 -0.24
H -0.06240 5.65257 -0.31445 0.000 -0.003 -0.003 0.10
H 0.67729 4.52176 0.84443 -0.004 0.003 -0.013 0.10
H -0.19996 3.89539 -0.55966 -0.001 0.027 -0.003 0.07
H -3.46568 5.11929 2.21935 -0.001 0.002 0.001 0.12
H -4.58722 3.50350 3.73222 -0.002 0.001 0.000 0.11
H -3.58620 1.25769 4.08000 0.000 -0.001 0.004 0.12
H -1.58924 -0.16331 3.95847 0.029 0.010 0.010 0.14
H 4.14696 -1.02443 1.75770 0.003 -0.001 0.000 0.11
H 5.92393 -2.58887 2.48903 0.002 0.001 -0.001 0.10
H 5.38118 -4.42453 4.05138 0.002 0.000 0.001 0.10
H 3.06905 -4.69698 4.88262 0.000 -0.003 0.002 0.10
H 1.29896 -3.12841 4.14477 -0.004 -0.002 0.000 0.11
N -2.31209 -0.58147 -4.50363 -0.018 0.022 -0.031 0.13
C -2.55558 -0.28524 -3.02843 -0.058 0.075 0.100 -0.58
C -4.00337 0.14815 -2.85538 -0.025 -0.068 0.014 -0.12
P -2.30699 -1.96330 -2.28877 0.137 0.043 0.115 0.31
O -0.85015 -2.25528 -2.99319 0.058 0.004 0.103 -0.17
O -3.30916 -2.82168 -2.97459 -0.034 -0.015 -0.058 -0.31
O -2.15590 -1.89719 -0.80565 -0.028 0.015 -0.065 -0.29
P -1.35687 1.21496 -2.78818 0.128 0.171 -0.154 0.89
O -2.32153 1.13464 -0.39184 -0.061 0.032 -0.044 -0.09
O -0.14890 0.73476 -3.54335 0.001 0.019 0.021 -0.46
O -1.00149 1.00471 -0.94612 -0.153 -0.505 0.068 -0.55
H -2.62844 -1.54119 -4.69046 -0.054 -0.032 0.040 0.14
H -1.29057 -0.48446 -4.64219 -0.016 -0.023 0.002 0.11
H -2.81154 0.06798 -5.11000 0.057 0.028 0.003 0.15
H -4.68749 -0.59468 -3.26819 -0.009 0.001 -0.016 0.08
H -4.18306 1.12183 -3.32289 -0.001 0.000 -0.003 0.07
H -4.21962 0.24182 -1.79275 0.006 0.001 -0.009 0.08
H -0.70381 -3.20792 -3.02928 -0.029 -0.059 -0.030 0.08
H -2.46708 2.09362 -0.47865 -0.010 -0.034 0.077 0.09
C 2.20758 -2.26414 -2.19366 0.048 -0.015 -0.003 0.01
C 1.72034 -1.05419 -1.48143 -0.088 -0.032 -0.020 -0.24
N 0.77408 -1.10842 -0.57579 0.026 0.078 -0.215 -0.18
O 0.31733 -2.35428 -0.19718 -0.011 0.043 0.046 -0.05
C 2.26057 0.23711 -1.76869 -0.025 0.036 -0.022 -0.29
C 3.18975 0.54761 -2.88915 0.013 -0.014 -0.014 -0.02
N 1.74595 1.18811 -1.00323 0.111 0.055 -0.081 -0.26
O 1.99836 2.40521 -1.15805 0.026 0.050 0.011 -0.07
H 1.96613 -3.16609 -1.64107 -0.013 0.001 0.008 0.09
H 3.28085 -2.19529 -2.36286 0.003 0.001 0.007 0.09
H 1.71259 -2.30215 -3.16689 0.006 0.026 0.008 0.09
H -0.67859 -2.25813 -0.30006 -0.105 -0.059 -0.074 0.04
H 2.97253 -0.07474 -3.75666 -0.012 -0.002 0.007 0.08
H 4.23633 0.40112 -2.60973 0.005 0.007 0.002 0.09
H 3.05592 1.59052 -3.16797 -0.006 -0.002 0.002 0.08



57
Properties=species:S:1:pos:R:3:forces:R:3:lowdin_charge:R:1 method="wB97M-V/def2-TZVPD" gap_ev=6.435 homo_ev=-18.03 lumo_ha=-0.4261 charge=+3 e_above_lowest_kj_mol=133.83
Ti -0.78925 -0.43330 0.37668 0.442 -0.784 -1.576 0.90
C 3.09445 -1.42060 0.87548 -0.243 -0.289 -0.155 -0.20
As 1.58975 -0.16160 1.10508 2.467 0.977 0.378 1.22
C 1.72205 0.16400 3.02858 -0.400 -0.029 0.300 -0.21
C 2.14605 1.52380 0.23968 -0.373 -0.264 0.000 -0.38
C 3.37555 2.08430 0.59418 -0.116 -0.436 0.168 -0.08
C 3.76705 3.31080 0.07838 -0.102 -0.084 0.003 -0.01
C 2.92695 3.99080 -0.79222 -0.006 -0.065 0.024 -0.01
C 1.71495 3.43190 -1.16872 -0.380 -0.121 -0.157 -0.08
C 1.30925 2.19380 -0.66712 -0.102 -0.213 0.127 -0.38
As -0.45095 1.49980 -1.24372 1.004 2.298 -1.225 1.19
C -1.60115 3.06490 -1.01012 -0.370 -0.082 0.314 -0.22
C -0.35775 1.53280 -3.22552 -0.207 -0.433 -0.050 -0.20
H 3.83305 -1.22120 1.66428 -0.378 0.117 -0.128 0.06
H 3.57765 -1.30730 -0.09912 -0.285 0.061 0.131 0.05
H 2.72815 -2.44810 0.99178 0.104 0.242 -0.039 0.05
H 2.72295 0.53970 3.28458 -0.247 -0.145 -0.330 0.06
H 1.54615 -0.78090 3.56178 0.092 0.211 -0.226 0.06
H 0.97805 0.89510 3.36158 0.143 -0.102 -0.188 0.05
H 4.02945 1.54980 1.28038 -0.028 0.165 -0.077 0.12
H 4.71845 3.73760 0.36258 0.024 -0.003 0.018 0.13
H 3.21655 4.95860 -1.17502 -0.001 0.030 -0.061 0.13
H 1.06675 3.97190 -1.85622 0.180 -0.016 0.093 0.11
H -1.33855 3.85140 -1.73062 0.146 -0.404 0.142 0.06
H -1.49525 3.45240 0.00748 -0.030 -0.125 -0.193 0.05
H -2.64315 2.77900 -1.19462 0.215 0.033 0.058 0.05
H -0.00785 2.52600 -3.53622 -0.007 -0.201 0.392 0.06
H -1.36965 1.39530 -3.62892 0.226 -0.038 0.212 0.06
H 0.30415 0.77510 -3.65102 -0.088 0.064 0.211 0.04
C -4.07955 -0.97750 2.72818 0.290 0.037 -0.142 0.03
C -3.41255 0.06010 1.84198 -0.456 0.225 0.558 -0.45
C -4.07425 1.43410 1.86818 0.074 -0.109 -0.016 0.04
O -3.26595 -0.42960 0.45338 0.023 -0.126 0.255 -0.05
C -1.90195 0.13840 2.03288 -1.972 1.167 1.419 -0.54
O -1.28165 1.09510 1.48388 -0.072 0.842 0.313 -0.06
O -1.24565 -0.93370 2.16168 0.317 -0.826 0.319 0.01
H -5.06375 -1.23350 2.33848 -0.040 0.053 -0.028 0.12
H -4.21405 -0.56370 3.72438 -0.051 0.049 0.111 0.12
H -3.47905 -1.88390 2.81788 -0.079 0.019 -0.040 0.09
H -5.11065 1.35570 2.18358 -0.069 -0.036 0.005 0.11
H -4.04645 1.91260 0.88798 0.103 -0.031 0.081 0.10
H -3.55285 2.07610 2.57498 -0.084 0.115 0.080 0.11
H -4.16465 -0.48390 0.08458 0.306 -0.066 -0.300 0.16
S -1.17405 -4.73490 -0.39132 0.089 1.052 0.051 1.28
C -1.54645 -3.15420 0.07538 -0.571 -1.116 0.132 -0.38
N -0.77905 -2.18170 -0.41572 -0.245 -1.152 -0.200 -0.14
C 0.20425 -2.71000 -1.24272 0.915 -0.633 -0.820 -0.30
C 1.18195 -1.99280 -1.94282 -0.305 0.091 0.056 -0.05
C 2.07915 -2.70280 -2.71722 -0.120 0.143 0.143 -0.02
C 2.01645 -4.09580 -2.80742 -0.059 -0.004 0.061 -0.01
C 1.05755 -4.81800 -2.12652 -0.016 0.025 -0.048 -0.02
C 0.15015 -4.11520 -1.34362 -0.034 0.525 0.101 -0.40
H -2.38045 -2.94920 0.73598 0.072 -0.019 -0.039 0.10
H 1.20725 -0.89660 -1.92422 0.057 -0.344 0.003 0.08
H 2.83465 -2.16920 -3.27032 0.106 0.045 -0.109 0.13
H 2.72415 -4.61100 -3.43372 0.119 -0.122 -0.088 0.13
H 1.00385 -5.89060 -2.21112 0.022 -0.170 -0.022 0.14



53
Properties=species:S:1:pos:R:3:forces:R:3:lowdin_charge:R:1 method="wB97M-V/def2-TZVPD" gap_ev=7.354 homo_ev=-10.75 lumo_ha=-0.1248 charge=+1 e_above_lowest_kj_mol=0.00
Au 0.35424 -0.69446 -1.37525 0.039 -0.004 -0.023 0.52
C 0.38775 1.86503 0.95622 -0.275 -0.234 0.153 -0.19
C 0.45434 0.71788 1.67012 -0.094 0.208 -0.202 -0.23
C 1.87577 0.36671 1.76573 0.118 -0.056 -0.336 -0.24
C 2.65044 1.40275 1.03553 0.016 -0.241 0.152 -0.20
C 1.76314 2.27925 0.54227 0.082 0.147 -0.067 -0.18
C 2.03075 3.50770 -0.26644 -0.046 -0.057 0.029 -0.02
C 4.13604 1.36854 0.90082 -0.005 0.034 0.010 -0.02
C 2.37305 -0.79589 2.22486 0.082 0.546 1.023 -0.01
C -0.63980 -0.10395 2.27465 0.031 0.052 -0.039 -0.03
C -0.81515 2.68330 0.63271 0.055 0.018 0.086 -0.02
H 2.06932 4.39686 0.36789 -0.014 -0.008 0.022 0.10
H 1.23867 3.67944 -0.99701 0.024 -0.009 -0.025 0.06
H 2.97895 3.44040 -0.79669 0.006 0.011 0.001 0.08
H 4.62269 1.51051 1.86864 0.010 -0.024 -0.013 0.09
H 4.49343 2.15395 0.23774 -0.001 0.003 -0.005 0.08
H 4.48275 0.41220 0.49796 -0.003 0.019 0.022 0.08
H 3.44217 -0.90465 2.36983 0.033 -0.155 -0.203 0.09
H 2.35345 -1.55835 0.75007 -0.022 -0.328 -0.553 -0.12
H 1.73585 -1.49811 2.75263 -0.007 -0.046 -0.090 0.08
H -0.52646 -0.18492 3.35760 -0.005 -0.015 0.000 0.09
H -0.64300 -1.12214 1.87060 0.017 -0.002 0.016 0.07
H -1.61997 0.33260 2.08384 0.005 0.017 0.004 0.07
H -0.91353 2.85237 -0.44184 -0.001 -0.016 -0.012 0.06
H -0.72729 3.66809 1.09903 -0.030 0.014 -0.015 0.10
H -1.73065 2.22039 0.99680 -0.001 0.019 0.000 0.07
C -4.64792 1.61927 -1.38239 0.007 -0.001 0.003 0.00
C -3.24554 1.45918 -1.85546 -0.019 0.014 -0.005 -0.29
C -2.52667 2.12362 -2.82716 0.001 0.002 0.004 0.03
C -1.25113 1.54139 -2.84097 0.016 -0.001 0.010 -0.34
N -1.19784 0.57826 -1.92514 -0.023 0.000 -0.044 -0.12
N -2.41140 0.54357 -1.33209 -0.006 -0.018 -0.035 0.05
C -0.06876 1.87841 -3.68070 0.008 0.012 -0.020 -0.02
H -5.15891 2.36422 -1.98640 0.004 0.002 -0.001 0.09
H -4.67424 1.94779 -0.34269 -0.005 -0.001 0.000 0.09
H -5.19895 0.68177 -1.46027 -0.001 0.000 0.004 0.09
H -2.88048 2.92200 -3.45620 -0.003 0.002 0.006 0.12
H -2.60708 -0.15515 -0.63509 0.001 0.028 0.022 0.16
H -0.38695 2.27724 -4.64163 0.003 -0.006 -0.003 0.09
H 0.54538 0.99513 -3.85475 0.000 0.001 -0.003 0.07
H 0.55254 2.63226 -3.19431 -0.010 0.000 0.012 0.08
Te 2.10193 -2.44236 -0.75329 -0.079 0.082 -0.001 1.13
C 0.73706 -3.77551 0.16031 0.096 -0.058 0.186 -0.59
C -0.44119 -4.16082 -0.46649 0.052 0.105 -0.079 -0.16
C -1.29457 -5.04948 0.17005 -0.011 -0.047 0.034 -0.07
C -0.97487 -5.55229 1.42433 -0.012 0.011 -0.036 -0.07
C 0.20740 -5.17306 2.04054 0.028 0.019 0.009 -0.07
C 1.06990 -4.28618 1.40891 -0.025 -0.065 0.008 -0.16
H -0.69221 -3.77600 -1.44697 -0.022 0.005 0.000 0.08
H -2.20957 -5.35546 -0.31944 -0.004 0.003 -0.005 0.11
H -1.64273 -6.24687 1.91547 -0.004 0.001 -0.001 0.11
H 0.46925 -5.57187 3.01166 -0.008 0.000 -0.001 0.11
H 2.00062 -4.01457 1.89187 0.000 0.016 -0.001 0.10



64
Properties=species:S:1:pos:R:3:forces:R:3:lowdin_charge:R:1 method="wB97M-V/def2-TZVPD" gap_ev=6.270 homo_ev=-14.55 lumo_ha=-0.3042 charge=+2
V -0.29415 1.42607 -0.36641 1.141 0.270 1.267 0.51
C 0.15925 4.69494 1.81823 -0.221 0.133 0.071 0.01
N 1.33462 3.83748 1.81238 0.024 -0.299 -0.102 -0.09
C 2.63972 4.25787 1.81336 0.140 0.014 0.041 0.01
C 3.41618 3.14194 1.86573 0.063 0.136 -0.064 0.00
N 2.59651 2.04910 1.88663 -0.197 -0.026 0.064 -0.01
B 3.01249 0.56268 2.14004 -0.119 -0.086 0.094 -0.39
N 3.26437 -0.24015 0.80877 0.013 0.143 -0.316 0.04
C 4.05669 -1.35319 0.85118 0.040 -0.196 -0.085 -0.02
C 4.10537 -1.89596 -0.39528 0.132 -0.035 0.185 0.00
N 3.34811 -1.09945 -1.20255 -0.121 0.150 0.107 -0.10
C 3.12438 -1.30152 -2.62484 -0.009 0.063 -0.236 0.00
C 2.82924 -0.10601 -0.44841 0.205 -0.297 0.208 -0.60
S 1.86736 1.15796 -1.12837 -0.508 0.162 -0.165 0.90
C 1.34016 2.49053 1.84371 0.343 0.331 0.115 -0.65
S -0.05651 1.45939 1.83315 -0.349 0.047 0.066 0.87
H 0.47559 5.72461 1.68194 0.048 -0.019 -0.016 0.11
H -0.36843 4.61155 2.76712 0.054 -0.024 0.010 0.11
H -0.51866 4.41942 1.01300 0.046 -0.004 -0.049 0.08
H 2.91037 5.29970 1.80867 -0.056 -0.010 -0.009 0.14
H 4.48791 3.05549 1.91039 -0.020 -0.058 0.026 0.15
H 4.04318 0.57532 2.73822 0.067 -0.021 0.057 0.09
H 2.11402 0.01832 2.72316 -0.009 0.028 0.058 0.07
H 4.53102 -1.67734 1.76130 0.005 0.065 -0.005 0.14
H 4.64461 -2.75303 -0.76076 -0.047 0.014 -0.049 0.14
H 3.43283 -2.30886 -2.88815 0.002 -0.016 0.042 0.11
H 3.70333 -0.58973 -3.21149 0.011 0.005 0.046 0.11
H 2.06914 -1.17538 -2.85514 -0.009 -0.043 0.037 0.08
S 0.24217 5.01302 -3.00909 -0.102 -0.412 0.283 0.92
C -0.04337 3.77372 -2.12910 0.130 0.578 -0.408 -0.82
N -0.26789 2.79938 -1.43722 0.048 1.239 -1.070 -0.16
C 0.51142 -3.59420 -1.21397 -0.012 0.143 0.057 0.01
C -0.00264 -2.75362 -0.05497 -0.062 -0.211 -0.041 -0.41
C 0.56151 -3.26462 1.25762 -0.038 0.073 -0.045 0.02
O 0.51222 -1.38759 -0.26632 0.032 -0.095 -0.011 0.06
B -0.51271 -0.62389 -0.69460 0.054 -1.396 -0.001 -0.69
O -1.71392 -1.22645 -0.71894 -0.167 0.026 -0.283 0.11
C -1.56161 -2.54486 -0.06948 0.032 -0.143 0.172 -0.41
C -2.16871 -2.38288 1.31896 0.039 0.129 -0.195 0.01
C -2.33767 -3.56519 -0.87673 0.028 0.153 -0.024 0.01
H 1.60145 -3.59297 -1.19423 0.000 -0.017 0.002 0.09
H 0.17958 -3.20480 -2.17723 -0.024 -0.033 -0.001 0.10
H 0.17162 -4.62382 -1.11147 0.022 -0.009 -0.056 0.11
H 1.63914 -3.39867 1.16488 -0.005 -0.004 -0.017 0.09
H 0.12051 -4.23110 1.50353 0.020 -0.009 0.011 0.11
H 0.37587 -2.57285 2.07760 -0.028 -0.021 -0.003 0.10
H -1.66089 -1.59412 1.87923 0.013 -0.060 0.059 0.09
H -2.11282 -3.31159 1.88338 0.011 0.009 0.028 0.11
H -3.21918 -2.11148 1.21235 -0.001 -0.015 0.016 0.10
H -2.03461 -3.56304 -1.92195 -0.004 -0.056 0.023 0.10
H -3.39972 -3.32806 -0.82814 -0.007 -0.035 0.000 0.10
H -2.19173 -4.56324 -0.46369 -0.012 -0.013 -0.004 0.11
N -7.63066 1.25307 -1.41687 0.072 -0.014 0.009 0.23
C -6.49369 1.25838 -1.25741 -0.233 -0.003 -0.016 -0.14
C -5.07725 1.27783 -1.05815 0.322 0.014 0.000 -0.17
C -4.21259 1.44228 -2.13988 -0.068 -0.024 0.110 0.05
C -2.85659 1.47228 -1.90473 -0.016 -0.034 -0.099 -0.07
N -2.32837 1.35830 -0.67451 -0.684 -0.248 0.089 -0.08
C -3.16521 1.17935 0.36152 -0.049 0.006 0.051 -0.08
C -4.53430 1.13656 0.21655 -0.077 0.005 -0.073 0.05
H -4.59535 1.54411 -3.14498 0.025 0.002 -0.010 0.14
H -2.16545 1.58539 -2.72747 0.034 0.030 0.012 0.13
H -2.72514 1.07027 1.34301 0.006 -0.006 0.009 0.10
H -5.17213 0.99333 1.07687 0.028 0.027 0.024 0.14